# 1
Molecular formula: C12H37O7V
Method: DFT, ωB97M-V/def2-TZVPD

Calculated values
expectation value of S²	3.755
spin multiplicity	4
E_tot	-1949.78790	hartree
total charge	+1

Structure (XYZ):
```
57
Properties=species:S:1:pos:R:3:forces:R:3
V 1.250 0.562 -1.979 -0.43 0.52 3.13
O -0.168 0.089 -0.579 1.03 0.57 -1.36
H -1.039 -0.126 -0.920 -0.08 -0.42 -0.26
C -1.470 -3.825 2.099 -0.16 0.31 -0.66
C -1.418 -2.548 1.274 -0.01 0.42 0.44
O -0.142 -2.374 0.659 0.18 -0.57 -0.08
H -0.705 -3.811 2.870 -0.03 -0.14 0.07
H -1.361 -4.694 1.449 0.26 -0.04 0.08
H -2.469 -3.900 2.529 0.09 0.03 0.26
H -1.579 -1.678 1.924 -0.27 -0.12 -0.01
H -2.216 -2.571 0.520 0.04 0.07 0.00
H -0.059 -1.467 0.320 -0.20 -0.28 0.00
C 1.798 2.380 3.337 -0.26 -0.15 0.67
C 0.651 1.819 2.522 0.03 0.52 -0.03
O 1.054 0.620 1.884 0.50 -0.62 -0.58
H 2.657 2.680 2.743 -0.04 0.06 -0.21
H 2.150 1.675 4.093 -0.06 -0.20 -0.18
H 1.433 3.232 3.916 0.08 0.15 -0.21
H 0.345 2.583 1.794 0.01 -0.11 -0.17
H -0.228 1.641 3.144 0.08 -0.13 0.11
H 0.478 0.370 1.139 -0.45 0.38 0.47
C -4.964 1.397 -0.727 -0.22 -0.04 -0.17
C -3.588 0.816 -0.894 1.01 -0.26 -0.35
O -2.784 1.211 0.224 -0.04 0.00 0.11
H -5.433 1.008 0.176 0.09 0.03 0.07
H -5.620 1.140 -1.560 0.12 -0.06 -0.07
H -4.926 2.483 -0.663 0.08 0.01 0.06
H -3.061 1.143 -1.809 -0.49 0.34 -0.03
H -3.588 -0.281 -1.002 -0.36 0.05 0.36
H -1.870 0.939 0.070 -0.24 0.19 0.25
C 4.462 -1.234 0.482 -0.45 -0.28 0.67
C 4.087 0.148 -0.027 1.30 -0.60 0.03
O 2.694 0.263 -0.322 -0.76 -0.05 -0.53
H 5.511 -1.237 0.778 0.06 -0.07 -0.25
H 4.250 -2.036 -0.226 0.26 0.23 -0.31
H 3.909 -1.543 1.376 -0.08 0.41 0.03
H 4.708 0.318 -0.910 -0.55 0.23 -0.29
H 4.383 0.925 0.684 -0.28 -0.05 0.09
H 2.233 0.199 0.555 -0.10 0.40 -0.32
C 2.518 4.245 -0.014 0.04 -0.09 0.56
C 1.608 3.996 -1.201 1.03 0.37 -0.15
O 0.973 2.689 -1.115 -0.07 -0.02 -0.45
H 1.965 4.449 0.904 -0.10 -0.20 0.03
H 3.200 5.089 -0.125 -0.25 0.11 -0.44
H 3.165 3.380 0.147 -0.14 -0.10 0.03
H 2.241 4.027 -2.088 -0.35 -0.25 -0.22
H 0.828 4.748 -1.308 0.01 -0.01 -0.01
H 0.212 2.850 -0.538 -0.04 -0.76 -0.09
C -2.033 -3.773 -3.796 0.14 -0.18 -0.66
C -1.947 -3.372 -2.346 -0.08 0.47 0.30
O -0.586 -3.443 -1.944 0.03 0.00 0.02
H -1.563 -2.997 -4.405 0.00 -0.03 -0.02
H -3.037 -3.922 -4.194 -0.16 0.22 0.35
H -1.501 -4.699 -4.022 0.09 -0.01 0.35
H -2.591 -3.941 -1.668 0.08 -0.34 -0.23
H -2.296 -2.329 -2.252 -0.08 -0.03 -0.04
H -0.520 -3.314 -0.981 0.15 0.11 -0.16
```
Positions in Å, forces in eV/Å.


# 2
Molecular formula: C12H38B2N2Na
Method: DFT, ωB97M-V/def2-TZVPD

Calculated values
E_tot	-801.38343	hartree
total charge	-1

Structure (XYZ):
```
55
Properties=species:S:1:pos:R:3:forces:R:3
Na 0.293 0.114 1.217 0.01 0.02 0.46
B 1.724 -1.049 2.935 0.08 -0.20 0.18
H 0.647 -1.002 2.998 -4.05 0.12 0.35
H 2.182 -0.093 3.137 1.65 3.78 0.78
H 2.081 -1.794 3.629 1.45 -2.94 2.73
H 2.018 -1.374 1.949 1.27 -1.43 -4.46
B -0.710 1.520 3.147 -0.07 0.12 0.05
H -0.977 2.079 4.030 -1.13 2.34 3.30
H 0.363 1.531 3.027 4.12 0.07 -0.54
H -1.066 0.507 3.257 -1.27 -4.04 0.53
H -1.194 1.912 2.267 -2.10 1.96 -3.82
C -0.581 -3.467 0.035 -0.21 1.15 0.32
C -1.265 -2.455 -0.909 -0.46 0.28 0.55
N -1.635 -1.116 -0.291 0.20 -0.97 0.47
C -2.329 -0.264 -1.259 0.73 0.73 -0.26
C -2.579 1.188 -0.809 -0.33 -1.10 0.39
C -2.344 -1.217 1.027 -0.35 0.38 0.16
C -3.824 -1.698 0.971 1.41 -0.28 -0.79
H -0.128 -4.286 -0.524 -0.16 0.00 0.01
H -1.245 -3.833 0.818 -0.22 -0.26 -0.28
H 0.194 -2.954 0.605 0.35 0.01 -0.10
H -0.621 -2.322 -1.778 0.26 0.63 0.12
H -2.145 -2.913 -1.360 -0.51 -0.18 0.10
H -3.259 -0.678 -1.650 -0.33 -0.35 0.11
H -1.682 -0.157 -2.130 0.21 -0.39 -0.17
H -1.644 1.670 -0.523 -0.16 0.13 0.04
H -3.261 1.174 0.041 0.13 0.32 0.14
H -3.083 1.717 -1.618 0.19 0.13 -0.06
H -1.744 -1.748 1.766 0.08 -0.75 -0.42
H -2.306 -0.260 1.547 -0.17 0.53 -0.51
H -4.313 -1.682 1.945 0.02 0.17 -0.17
H -4.330 -1.110 0.206 -0.39 0.22 0.39
H -3.822 -2.711 0.568 -0.21 -0.29 0.20
C 2.445 -1.352 -1.522 -1.05 -0.37 0.19
C 2.792 0.022 -0.989 0.15 -1.50 0.76
N 1.633 0.939 -0.791 1.80 -0.47 -0.47
C 1.002 1.217 -2.087 0.44 -0.39 -0.53
C 1.893 2.017 -3.035 -0.30 1.15 1.02
C 2.236 2.111 -0.146 -1.27 1.96 0.68
C 1.166 3.222 0.142 0.39 -1.03 -0.31
H 2.152 -1.322 -2.572 0.23 -0.14 -0.16
H 1.593 -1.765 -0.982 -0.17 0.06 0.11
H 3.233 -2.087 -1.361 0.27 0.28 -0.19
H 3.258 -0.144 -0.017 -0.31 0.16 0.30
H 3.647 0.313 -1.600 -0.17 1.19 -0.36
H 0.797 0.273 -2.592 -0.13 -0.26 0.35
H 0.018 1.670 -1.959 0.18 0.34 0.14
H 2.888 1.603 -3.194 -0.39 -0.51 -0.59
H 1.317 2.317 -3.911 0.44 -0.27 -0.31
H 2.142 2.931 -2.495 -0.16 0.42 -0.24
H 3.082 2.546 -0.678 0.17 -0.14 -0.40
H 2.628 1.847 0.837 -0.08 -0.49 -0.02
H 1.547 4.025 0.774 0.07 -0.28 0.18
H 0.365 2.684 0.649 -0.24 0.52 0.32
H 0.750 3.705 -0.742 0.08 -0.16 -0.26
```
Positions in Å, forces in eV/Å.


# 3
Molecular formula: C12H38NO7
Method: DFT, ωB97M-V/def2-TZVPD

Calculated values
E_tot	-1061.37303	hartree
total charge	-1

Structure (XYZ):
```
58
Properties=species:S:1:pos:R:3:forces:R:3
C 24.031 -16.520 7.486 -2.01 -0.75 0.21
C 25.081 -16.840 8.538 1.08 1.59 0.63
O 26.275 -16.172 8.343 -0.39 -1.27 -0.48
H 23.029 -16.793 7.884 0.15 -0.41 0.08
H 24.091 -17.108 6.564 0.44 0.37 -0.17
H 23.829 -15.464 7.300 1.04 0.14 -0.16
H 25.218 -17.938 8.658 -0.36 -0.14 -0.24
H 24.639 -16.496 9.505 -0.20 -0.31 0.09
C 22.130 -19.707 6.302 -0.06 -1.17 0.16
C 23.060 -20.912 6.075 0.29 0.94 -0.40
O 24.052 -21.024 7.089 -0.05 -0.02 -0.40
H 21.528 -19.954 7.178 -0.22 0.44 -0.03
H 21.505 -19.585 5.414 -0.19 0.05 0.14
H 22.680 -18.785 6.471 0.13 -0.07 0.05
H 23.521 -20.734 5.094 0.21 -0.36 0.05
H 22.544 -21.870 6.028 -0.26 0.14 0.06
H 24.789 -20.482 6.782 0.02 -0.05 0.43
C 22.878 -13.836 9.755 -0.02 0.37 -0.34
C 23.328 -12.881 10.868 0.24 -0.59 -0.37
O 24.661 -12.434 10.627 -0.15 0.32 0.17
H 23.290 -13.456 8.818 0.26 -0.28 0.02
H 21.803 -13.880 9.555 -0.15 0.13 0.63
H 23.228 -14.849 9.943 0.19 0.02 -0.22
H 23.424 -13.438 11.800 -0.40 0.24 0.15
H 22.641 -12.035 10.961 0.00 -0.03 0.22
H 24.629 -11.693 10.015 0.06 -0.12 -0.12
C 28.256 -19.954 5.880 0.92 -0.48 -1.08
C 27.218 -19.220 6.681 0.07 0.24 -0.37
O 27.356 -17.851 6.343 -0.71 -0.68 0.36
H 29.260 -19.566 6.070 -0.12 0.08 0.36
H 28.145 -19.796 4.800 -0.36 0.25 0.10
H 28.322 -21.043 5.956 -0.36 0.04 0.56
H 27.323 -19.417 7.751 0.14 0.23 0.08
H 26.207 -19.554 6.411 -0.02 -0.13 -0.15
H 26.703 -17.366 6.910 0.76 0.93 0.47
C 26.289 -16.025 1.576 0.02 0.25 -0.28
C 26.577 -15.989 3.074 -0.66 -1.62 0.01
C 25.257 -16.163 3.853 0.18 1.03 0.38
O 24.270 -15.176 3.577 0.05 0.31 -0.40
C 24.431 -14.000 4.348 -0.58 -0.26 0.52
N 27.419 -17.146 3.405 -0.04 -0.99 -0.15
H 27.145 -16.260 0.937 0.37 0.47 0.35
H 25.834 -15.082 1.271 -0.02 -0.10 -0.21
H 25.604 -16.839 1.315 -0.30 0.13 0.40
H 27.102 -15.098 3.418 -0.11 0.19 -0.26
H 25.532 -16.120 4.914 -0.21 -0.20 0.06
H 24.767 -17.115 3.641 0.32 -0.14 -0.16
H 24.228 -14.264 5.390 0.46 0.24 0.16
H 23.654 -13.279 4.091 0.02 -0.11 -0.37
H 25.406 -13.520 4.241 0.11 -0.14 -0.01
H 27.266 -17.516 4.352 0.29 0.84 0.15
H 27.071 -17.932 2.853 0.20 0.19 -0.26
O 28.056 -16.986 10.871 -0.21 -0.31 0.07
H 27.332 -17.046 10.218 0.23 0.54 -0.31
H 27.667 -17.266 11.705 -0.03 0.03 -0.07
O 21.786 -14.070 6.638 -0.24 0.00 -0.13
H 22.010 -14.937 6.280 0.04 0.07 0.04
H 21.555 -14.240 7.558 0.11 -0.05 -0.07
```
Positions in Å, forces in eV/Å.


# 4
Molecular formula: C12H38O13
Method: DFT, ωB97M-V/def2-TZVPD

Calculated values
E_tot	-1458.01529	hartree

Structure (XYZ):
```
63
Properties=species:S:1:pos:R:3:forces:R:3
O 7.629 11.794 12.897 0.80 0.96 -1.62
H 7.320 11.327 13.644 -0.75 -0.76 1.37
H 7.099 12.583 12.742 -0.09 -0.28 0.34
C 14.670 9.970 10.388 -0.91 -0.30 -0.72
C 14.259 8.510 10.619 0.58 0.36 -0.77
O 13.900 8.327 11.948 -1.46 -0.15 1.53
O 15.016 10.115 9.005 0.82 -1.20 0.32
H 15.399 10.350 11.110 0.25 -0.22 -0.31
H 13.752 10.531 10.490 -0.35 0.37 0.66
H 15.067 7.792 10.422 -0.08 0.36 -0.16
H 13.433 8.307 9.930 0.06 -0.19 0.01
H 12.993 8.691 12.126 0.84 0.05 -0.34
H 14.811 10.989 8.721 -0.14 1.01 -0.20
C 12.255 5.616 14.184 0.46 1.33 0.09
C 10.837 5.254 14.579 0.18 2.62 -0.21
O 9.885 6.298 14.388 0.15 1.13 -1.91
O 12.280 6.119 12.856 0.13 -0.31 -0.84
H 12.818 4.694 14.356 0.45 0.07 -0.38
H 12.711 6.449 14.779 -0.62 -0.92 0.32
H 10.854 5.081 15.625 -0.09 -0.62 1.05
H 10.449 4.462 14.031 -0.10 -2.07 -0.87
H 9.930 6.607 13.400 -0.20 -0.55 2.01
H 13.067 6.666 12.625 -0.35 -0.53 0.56
C 10.613 9.120 7.266 0.90 1.44 0.23
C 12.090 9.598 7.633 -2.33 0.49 -0.32
O 12.970 8.668 7.161 0.84 -1.86 -0.22
O 10.082 8.009 7.957 0.75 -0.42 -0.46
H 10.648 8.973 6.160 -0.31 0.02 0.71
H 9.928 9.950 7.538 0.41 -0.30 -0.46
H 12.226 9.852 8.698 -0.23 -0.24 -0.15
H 12.270 10.483 7.024 -0.49 0.77 0.22
H 13.846 8.944 7.419 0.62 -0.03 0.21
H 10.487 7.217 7.570 -0.13 0.17 0.33
C 7.242 7.296 16.236 0.05 -0.08 0.92
C 8.097 8.489 15.910 -0.27 0.44 -2.98
O 7.467 9.161 14.721 0.78 -1.29 0.90
O 6.941 6.341 15.237 1.19 0.33 -0.51
H 6.302 7.720 16.560 -0.43 -0.20 0.16
H 7.727 6.814 17.075 -0.03 -0.33 0.54
H 9.161 8.245 15.688 -0.69 -0.03 -0.13
H 8.058 9.222 16.685 -0.12 0.36 0.74
H 7.161 8.391 14.195 0.14 0.67 0.18
H 7.800 5.949 14.955 -0.58 0.36 0.05
C 12.293 9.380 16.829 -0.26 1.06 1.47
C 12.394 9.565 15.324 2.17 0.56 0.71
O 11.946 10.844 14.906 0.77 -0.26 -0.43
O 10.979 9.714 17.398 1.23 -0.13 -0.81
H 12.918 10.118 17.347 0.08 -0.05 -0.38
H 12.656 8.412 17.212 -0.34 0.01 -0.54
H 11.927 8.769 14.819 -1.09 -0.98 -0.89
H 13.491 9.496 15.026 -1.23 0.14 0.45
H 11.096 10.990 15.296 -0.93 0.20 0.56
H 10.370 9.029 17.141 -0.43 -0.46 -0.14
C 9.932 9.711 12.238 -1.86 0.28 0.27
C 9.573 8.680 11.234 1.76 -1.24 -1.18
O 10.001 7.361 11.627 0.98 -0.77 0.55
O 11.325 9.870 12.333 0.43 -0.01 -0.16
H 9.420 9.361 13.157 0.73 0.31 0.19
H 9.387 10.634 11.963 0.57 -0.15 0.08
H 10.011 8.896 10.219 -0.62 -0.09 0.85
H 8.521 8.485 11.189 -0.74 0.75 -0.31
H 10.971 7.199 11.749 -1.00 0.64 -0.31
H 11.508 10.583 12.963 0.11 -0.21 0.17
```
Positions in Å, forces in eV/Å.